[1]
ORCA calculation (wB97M-V/def2-TZVPD) on a molecular structure, C20H18N5O5Pt.

The geometry in ORCA input format:
```
! wB97M-V def2-TZVPD RIJCOSX def2/J DEFGRID3
* xyz -1 1
Pt 2.48 -0.37 0.12
N 4.00 -2.08 -1.44
C 4.79 -2.78 -0.46
C 4.90 -2.07 0.88
O 5.76 -2.45 1.69
N 4.10 -1.01 1.09
C 4.42 -0.21 2.26
C 3.56 1.03 2.32
O 3.73 1.89 3.17
O 2.60 1.11 1.43
H 3.17 -2.55 -1.77
H 4.54 -1.72 -2.21
H 5.82 -2.92 -0.78
H 4.39 -3.78 -0.27
H 5.47 0.11 2.23
H 4.31 -0.77 3.19
C -2.73 0.70 3.83
O -3.49 1.59 3.04
C -3.65 1.29 1.73
C -4.21 2.28 0.93
C -4.39 2.05 -0.43
C -3.98 0.86 -1.01
C -3.47 -0.15 -0.20
C -3.31 0.06 1.16
N -4.22 0.71 -2.42
N -3.40 0.17 -3.19
C -2.10 -0.24 -2.76
C -1.72 -1.51 -3.14
C -0.56 -2.12 -2.67
C 0.31 -1.45 -1.80
O 1.37 -1.94 -1.31
C -0.04 -0.08 -1.49
N 0.86 0.58 -0.71
C 0.67 1.86 -0.45
C -0.42 2.57 -0.97
C -1.35 1.92 -1.73
C -1.20 0.54 -1.99
H -2.61 1.17 4.80
H -1.75 0.52 3.38
H -3.24 -0.26 3.96
H -4.50 3.22 1.38
H -4.83 2.82 -1.06
H -3.17 -1.09 -0.63
H -2.89 -0.73 1.77
H -2.39 -2.05 -3.80
H -0.31 -3.13 -2.97
H 1.40 2.34 0.20
H -0.52 3.63 -0.75
H -2.19 2.46 -2.15
*
```

Output
HOMO	-4.63	eV
LUMO energy	0.0864	hartree

Results of the Mulliken charge analysis, in e, for atoms 1 through 2:
1 Pt 0.6876
2 N -0.4112

---

[2]
ORCA calculation (wB97M-V/def2-TZVPD) on a single C20H19ClN2O2S2 molecule.

The geometry in ORCA input format:
```
! wB97M-V def2-TZVPD RIJCOSX def2/J DEFGRID3
* xyz 0 1
C -1.52 -4.97 -1.04
S -1.79 -4.11 0.54
C -2.41 -2.53 0.06
C -2.51 -2.09 -1.25
C -2.97 -0.81 -1.52
C -3.33 0.05 -0.50
C -3.73 1.48 -0.77
N -2.56 2.34 -0.63
C -1.60 2.27 -1.70
C -2.37 2.96 0.55
O -3.22 2.97 1.43
C -1.02 3.63 0.79
N 0.03 2.64 0.81
C 1.08 2.65 -0.04
O 1.29 3.56 -0.82
C 1.96 1.47 0.05
S 3.64 1.70 -0.35
C 3.96 0.00 -0.14
C 5.18 -0.65 -0.27
C 5.23 -2.01 -0.07
C 4.08 -2.72 0.28
C 2.87 -2.09 0.42
C 2.80 -0.71 0.21
C 1.67 0.16 0.31
Cl 0.09 -0.45 0.66
C -3.24 -0.40 0.82
C -2.79 -1.67 1.10
H -1.19 -5.97 -0.77
H -0.75 -4.47 -1.61
H -2.45 -5.03 -1.59
H -2.23 -2.73 -2.08
H -3.04 -0.49 -2.55
H -4.47 1.81 -0.05
H -4.12 1.59 -1.79
H -2.14 2.28 -2.65
H -1.02 1.34 -1.65
H -0.92 3.11 -1.69
H -1.08 4.14 1.76
H -0.77 4.37 0.02
H -0.10 1.86 1.44
H 6.06 -0.09 -0.54
H 6.17 -2.53 -0.17
H 4.15 -3.79 0.44
H 1.97 -2.63 0.69
H -3.51 0.27 1.63
H -2.71 -2.02 2.12
*
```

Output
HOMO	-8.20	eV
LUMO energy	0.0028	hartree
SMILES	CSc1ccc(CN(C)C(=O)CNC(=O)c2sc3ccccc3c2Cl)cc1

Results of the Mulliken charge analysis, in e, for atoms 1 through 2:
1 C -0.8958
2 S -0.0199

---

[3]
ORCA calculation (wB97M-V/def2-TZVPD) on 2 unconnected molecules or ions with the total composition C20H19N2O3S2 in a non-equilibrium geometry.

The geometry in ORCA input format:
```
! wB97M-V def2-TZVPD RIJCOSX def2/J DEFGRID3
* xyz -1 1
C 0.56 -2.63 4.68
C 0.98 -1.20 5.08
C -0.11 -0.24 4.58
N -1.15 -1.12 4.06
C -2.21 -0.61 3.34
S -2.32 1.06 3.14
S -3.26 -1.73 2.66
C -0.72 -2.49 3.84
H 1.33 -3.15 4.12
H 0.31 -3.22 5.57
H 1.07 -1.11 6.17
H 1.94 -0.93 4.64
H -0.49 0.40 5.39
H 0.27 0.44 3.80
H -0.51 -2.68 2.77
H -1.50 -3.21 4.15
O -0.14 7.09 -2.49
N -1.18 6.43 -2.71
O -2.23 6.95 -3.16
C -1.19 5.03 -2.45
C -2.37 4.29 -2.70
C -2.38 2.93 -2.46
C -1.24 2.24 -1.95
C -1.27 0.81 -1.70
C -0.15 0.07 -1.55
C -0.18 -1.40 -1.54
C 1.07 -2.14 -1.99
C 2.11 -1.49 -2.69
C 3.19 -2.22 -3.20
C 3.26 -3.60 -3.01
C 2.23 -4.26 -2.31
C 1.15 -3.53 -1.81
O -1.19 -2.05 -1.23
C -0.07 3.02 -1.71
C -0.05 4.38 -1.94
H -3.24 4.81 -3.08
H -3.28 2.34 -2.68
H -2.24 0.32 -1.72
H 0.83 0.53 -1.44
H 2.05 -0.41 -2.83
H 3.98 -1.70 -3.74
H 4.10 -4.17 -3.40
H 2.27 -5.34 -2.16
H 0.34 -4.03 -1.27
H 0.83 2.53 -1.35
H 0.84 4.98 -1.74
*
```

Output
HOMO	-3.00	eV
LUMO energy	0.0168	hartree

Results of the Mulliken charge analysis, in e, for atoms 1 through 2:
1 C -0.4566
2 C -0.3638

---

[4]
ORCA calculation (wB97M-V/def2-TZVPD) on a single C20H19N3O6 molecule in a non-equilibrium geometry.

The geometry in ORCA input format:
```
! wB97M-V def2-TZVPD RIJCOSX def2/J DEFGRID3
* xyz 0 1
C -2.59 6.19 5.58
N -2.18 5.79 4.23
C -1.76 4.47 3.87
C -0.93 4.85 2.58
C -0.60 3.58 1.74
C -0.57 3.55 0.37
C -0.52 2.29 -0.32
C -0.22 1.17 0.41
C 0.10 -0.13 -0.26
C 1.00 -0.94 0.40
C 1.44 -2.14 -0.16
C 1.08 -2.48 -1.40
C 0.16 -1.64 -2.02
C -0.28 -0.54 -1.51
O -0.25 -1.93 -3.27
C 0.45 -3.01 -3.92
C 0.75 -4.28 -3.18
C 1.67 -5.31 -3.72
C 1.26 -6.79 -3.52
O 1.11 -7.02 -2.08
O 2.93 -5.02 -3.23
C 2.83 -4.28 -2.13
O 3.64 -4.35 -1.22
N 1.48 -3.78 -2.03
C -0.32 1.24 1.81
N -0.42 2.43 2.47
O -1.83 5.82 2.03
C -2.22 6.53 3.03
O -2.40 7.69 3.00
H -3.38 7.00 5.55
H -2.94 5.22 5.96
H -1.65 6.51 6.01
H -2.47 3.74 3.76
H -1.03 4.06 4.55
H -0.01 5.28 2.85
H -0.73 4.50 -0.21
H -0.49 2.35 -1.38
H 1.37 -0.68 1.37
H 2.14 -2.86 0.33
H -1.01 0.06 -2.11
H 0.02 -3.32 -4.85
H 1.48 -2.65 -4.36
H -0.20 -4.77 -2.87
H 1.75 -5.15 -4.79
H 2.14 -7.43 -4.02
H 0.34 -7.22 -4.05
H 1.99 -6.97 -1.70
H -0.14 0.37 2.42
*
```

Output
HOMO	-8.65	eV
energy above the lowest of the compared OMol25 structures with the same formula, charge and spin	3.460	eV
LUMO energy	0.0112	hartree
SMILES	CN1C[C@@H](c2ccc(-c3ccc4c(c3)OC[C@H]3[C@H](CO)OC(=O)N43)cn2)OC1=O

Results of the Mulliken charge analysis, in e, for atoms 1 through 2:
1 C -0.9021
2 N 0.1518

---

[5]
ORCA calculation (wB97M-V/def2-TZVPD) on a molecular structure, C20H19N4O2Ru.

The geometry in ORCA input format:
```
! wB97M-V def2-TZVPD RIJCOSX def2/J DEFGRID3
* xyz 2 6
Ru -0.36 0.01 -0.53
C 3.77 -0.85 -1.57
C 2.32 -0.55 -1.57
N 1.57 -0.45 -0.38
N 2.14 -0.48 0.80
C 1.21 -0.27 1.76
O -0.05 -0.06 1.41
C 1.60 -0.30 3.13
C 0.62 -0.13 4.13
C 0.99 -0.17 5.45
C 2.33 -0.38 5.80
C 3.30 -0.54 4.81
C 2.95 -0.50 3.49
C 1.53 -0.35 -2.70
C 2.01 -0.43 -4.03
C 1.14 -0.31 -5.08
C -0.22 -0.08 -4.84
C -0.66 0.03 -3.54
N 0.17 -0.09 -2.49
H 4.14 -0.93 -0.55
H 4.33 -0.07 -2.09
H 3.97 -1.80 -2.08
H -0.41 0.03 3.85
H 0.25 -0.04 6.23
H 2.61 -0.41 6.84
H 4.34 -0.70 5.10
H 3.70 -0.62 2.71
H 3.07 -0.61 -4.19
H 1.51 -0.38 -6.10
H -0.92 0.02 -5.66
H -1.70 0.22 -3.32
O -2.06 -1.70 -0.58
C -3.37 -1.23 -0.26
C -3.40 0.27 -0.33
C -4.60 0.96 -0.27
C -4.59 2.34 -0.28
C -3.38 3.02 -0.36
C -2.23 2.28 -0.43
N -2.23 0.92 -0.42
H -1.98 -2.62 -0.32
H -3.66 -1.54 0.75
H -4.10 -1.64 -0.96
H -5.53 0.41 -0.21
H -5.52 2.89 -0.24
H -3.34 4.09 -0.37
H -1.26 2.75 -0.50
*
```

Output
HOMO (spin up / spin down)	-12.63 / -14.98	eV
energy above the lowest of the compared OMol25 structures with the same formula, charge and spin	0.000	eV
LUMO energy (spin up / spin down)	-0.2137 / -0.3359	hartree

Results of the Mulliken charge analysis, in e, for atoms 1 through 2:
1 Ru 0.8046
2 C -1.2436